(1)
ORCA calculation (the ωB97M-V functional and the def2-TZVPD basis) on an isolated molecule of C4H9NO.

Calculated values
HOMO	-9.6	eV
SMILES string	CCC(=O)NC
gap between HOMO and LUMO	10.5	eV
energy above the lowest of the compared OMol25 structures with the same formula, charge and spin	26.83	kJ/mol
E_LUMO	0.9145	eV

Each line ends with the Mulliken charge.
Positions of all 15 atoms, in Å:
C1 2.2187 -0.3903 -0.0927  -1.11
C2 1.1882 0.7055 0.1865  -0.32
C3 -0.1530 0.0908 0.5514  0.58
O1 -0.3012 -0.5603 1.5746  -0.65
N1 -1.1574 0.2973 -0.3479  -0.20
C4 -2.4704 -0.2865 -0.1839  -0.81
H1 1.9428 -0.9707 -0.9798  0.32
H2 3.2110 0.0386 -0.2633  0.32
H3 2.2725 -1.0746 0.7586  0.29
H4 1.5080 1.3004 1.0479  0.24
H5 1.1018 1.3853 -0.6700  0.26
H6 -0.9492 0.7922 -1.1999  0.22
H7 -2.6715 -1.0428 -0.9518  0.28
H8 -2.4880 -0.7645 0.7968  0.31
H9 -3.2523 0.4795 -0.2266  0.27

Atoms 1-2, force components in eV/Å:
0.0 -0.1 0.0
0.0 0.1 0.0

---

(2)
ORCA calculation (the ωB97M-V functional and the def2-TZVPD basis) on a cluster of 2 separate species, C5H11NO2 in total in a non-equilibrium geometry.

Calculated values
HOMO	-9.7	eV
gap between HOMO and LUMO	10.4	eV
energy above the lowest of the compared OMol25 structures with the same formula, charge and spin	332.68	kJ/mol
E_LUMO	0.7104	eV

Each line ends with the Mulliken charge.
Positions of all 19 atoms, in Å:
C1 0.7063 2.6422 1.1797  -0.73
O1 -0.1944 1.6149 0.8543  -0.31
C2 0.4426 0.4347 0.4437  -1.00
C3 -0.6230 -0.5981 0.0868  0.85
C4 -1.3846 -0.2152 -1.1854  -1.48
C5 0.0200 -1.9656 0.0255  0.28
N1 1.0036 -2.2822 -0.7914  -0.65
H1 1.3648 2.3448 2.0144  0.29
H2 1.3348 2.9105 0.3126  0.31
H3 0.1199 3.5180 1.4813  0.25
H4 1.0885 0.6432 -0.4319  0.34
H5 1.0963 0.0530 1.2506  0.47
H6 -1.3359 -0.6570 0.9227  0.21
H7 -0.6998 -0.0863 -2.0365  0.32
H8 -2.1227 -0.9831 -1.4500  0.39
H9 -1.9105 0.7348 -1.0293  0.36
O2 -0.7759 -3.0005 -0.0108  -0.63
H10 1.7522 -1.5985 -0.8039  0.19
H11 0.1177 -3.5097 -0.8324  0.55

Atoms 1-2, force components in eV/Å:
0.2 0.2 0.1
-0.3 0.1 0.0

---

(3)
ORCA calculation (the ωB97M-V functional and the def2-TZVPD basis) on a structure of composition C19H48AlB2Cl2FN3O2 in a non-equilibrium geometry.

Calculated values
HOMO	-4.0	eV
net charge	-1
gap between HOMO and LUMO	6.3	eV
E_LUMO	2.3403	eV

Each line ends with the Mulliken charge.
Positions of all 78 atoms, in Å:
C1 -1.8055 4.2471 -0.4445  -0.59
C2 -1.7415 5.2552 -1.5817  -0.67
C3 -2.0750 4.6449 -2.9379  0.29
F1 -1.7575 5.6246 -3.9383  -0.41
Al1 -1.2005 2.8571 -3.4412  -1.08
B1 0.8717 3.0383 -2.9979  0.70
C4 1.7676 3.9535 -3.9457  -1.04
O1 1.5477 2.4107 -1.9100  -0.48
B2 -1.3945 2.4800 -5.5392  0.77
N1 -0.4991 1.4958 -6.2229  -0.74
O2 -2.3131 3.1043 -6.3620  -0.69
C5 -2.1364 1.3377 -2.3933  -0.05
Cl1 -3.8113 1.8389 -1.8823  -0.25
C6 -2.2391 -0.0251 -3.1042  0.48
C7 -2.5472 -1.1515 -2.0914  -1.41
Cl2 -3.5488 -0.0439 -4.3484  -0.22
H1 -1.4465 4.6843 0.4851  0.40
H2 -2.8457 3.9964 -0.2756  0.31
H3 -1.2285 3.3479 -0.6412  -0.25
H4 -0.8013 5.8016 -1.5955  0.24
H5 -2.5050 6.0061 -1.3571  0.33
H6 -3.1603 4.5526 -2.9692  0.34
H7 2.4924 3.3635 -4.5081  0.29
H8 2.2844 4.7413 -3.3948  0.30
H9 1.1348 4.4489 -4.6783  0.19
H10 1.4659 3.0060 -1.1420  0.23
H11 -0.1540 0.8344 -5.5372  0.22
H12 0.3190 1.9859 -6.5749  0.21
H13 -2.5468 2.4779 -7.0732  0.24
H14 -1.5819 1.1251 -1.4861  0.05
H15 -1.3202 -0.2542 -3.6262  0.24
H16 -3.5291 -1.5720 -2.2503  0.42
H17 -2.5794 -0.7268 -1.0953  0.37
H18 -1.7839 -1.9245 -2.0845  0.24
C8 1.4868 -2.5216 -0.2166  -1.54
C9 1.4015 -3.5726 0.8787  -0.14
N2 0.0915 -4.1837 1.0046  0.21
C10 -0.0599 -4.9618 2.2195  -0.48
C11 0.8149 -6.2096 2.3989  -1.04
C12 -0.4369 -4.7881 -0.2070  0.00
C13 0.3966 -5.8873 -0.8808  -1.14
H19 0.7268 -1.7518 -0.0756  0.28
H20 2.4646 -2.0391 -0.1883  0.46
H21 1.3656 -2.9463 -1.2139  0.42
H22 1.6324 -3.0753 1.8257  0.29
H23 2.1922 -4.3251 0.7239  0.15
H24 -1.1109 -5.2483 2.3152  0.41
H25 0.1330 -4.2880 3.0611  0.11
H26 0.4745 -7.0390 1.7803  0.24
H27 0.7648 -6.5456 3.4372  0.44
H28 1.8628 -6.0147 2.1698  0.26
H29 -0.6052 -3.9950 -0.9390  -0.32
H30 -1.4353 -5.1774 0.0060  0.47
H31 1.4552 -5.6290 -0.9297  0.25
H32 0.0501 -6.0319 -1.9061  0.44
H33 0.3011 -6.8466 -0.3737  0.28
C14 0.5339 2.6472 5.4289  -1.45
C15 1.4540 1.4725 5.1339  -0.32
N3 0.7619 0.3374 4.5561  0.18
C16 1.5746 -0.8648 4.5239  -0.50
C17 2.8319 -0.8278 3.6477  -0.89
C18 -0.0075 0.6175 3.3518  -1.02
C19 0.7373 1.1830 2.1348  -0.33
H34 -0.2974 2.3410 6.0652  0.34
H35 1.0902 3.4288 5.9487  0.43
H36 0.1275 3.0901 4.5195  0.28
H37 1.8984 1.1435 6.0778  0.48
H38 2.2863 1.8266 4.5048  0.24
H39 0.9455 -1.7074 4.2219  0.21
H40 1.8784 -1.0865 5.5529  0.35
H41 2.5886 -0.8994 2.5888  0.01
H42 3.4831 -1.6737 3.8820  0.41
H43 3.4085 0.0831 3.8078  0.37
H44 -0.8081 1.3097 3.6219  0.37
H45 -0.5259 -0.2974 3.0544  0.33
H46 1.4470 1.9670 2.4042  0.28
H47 0.0220 1.6202 1.4355  0.16
H48 1.2726 0.4053 1.5929  0.03

Atoms 1-2, force components in eV/Å:
0.0 0.4 0.1
-0.5 0.3 0.0

---

(4)
ORCA calculation (the ωB97M-V functional and the def2-TZVPD basis) on the ion C11H20N3 with charge +1 in a non-equilibrium geometry.

Calculated values
HOMO	-12.8	eV
SMILES string	Cc1nc(=[NH2+])c(C(C)C)cn1C(C)C
net charge	+1
gap between HOMO and LUMO	9.6	eV
energy above the lowest of the compared OMol25 structures with the same formula, charge and spin	13.03	kJ/mol
E_LUMO	-3.1720	eV

Each line ends with the Mulliken charge.
Positions of all 34 atoms, in Å:
C1 -2.1007 2.9096 -0.4017  -1.73
C2 -0.9740 1.8829 -0.2296  0.75
N1 0.2243 2.3980 -0.2532  -0.56
C3 1.2320 1.5997 -0.0877  0.88
N2 2.4476 2.1539 -0.2471  -0.27
C4 1.1797 0.1161 0.1677  0.11
C5 2.3793 -0.8314 0.2581  0.04
C6 2.9001 -0.9517 -1.2078  -1.03
C7 3.5716 -0.3851 1.1924  -1.82
C8 -0.1481 -0.3264 0.1672  -0.51
N3 -1.1617 0.5271 -0.0132  0.11
C9 -2.5220 -0.0488 0.0045  0.21
C10 -3.0092 0.1155 1.4545  -1.06
C11 -2.6663 -1.4577 -0.3525  -1.89
H1 -3.0192 2.6851 -0.0779  0.53
H2 -2.0990 3.0647 -1.4661  0.35
H3 -1.8236 3.8823 0.0421  0.38
H4 3.2508 1.6390 0.1204  0.13
H5 2.4457 3.1388 -0.5498  0.26
H6 1.8889 -1.7262 0.6028  0.58
H7 2.6349 0.0294 -1.6567  0.33
H8 2.4100 -1.7379 -1.8168  0.33
H9 4.0495 -1.2583 -1.2086  0.30
H10 4.1049 -1.2135 1.6019  0.41
H11 2.9905 0.0853 2.0400  0.36
H12 4.2651 0.1871 0.7168  0.60
H13 -0.5236 -1.3399 0.2822  0.49
H14 -3.1154 0.6149 -0.7694  0.33
H15 -4.1309 -0.1133 1.5126  0.37
H16 -2.5628 -0.4654 2.2559  0.32
H17 -2.8914 1.2429 1.7200  0.32
H18 -2.3455 -2.1202 0.4874  0.45
H19 -2.1081 -1.6974 -1.2595  0.47
H20 -3.6697 -1.7488 -0.5115  0.42

Atoms 1-2, force components in eV/Å:
3.9 0.5 -0.9
-1.0 -0.3 1.0

---

(5)
ORCA calculation (the ωB97M-V functional and the def2-TZVPD basis) on a structure of composition C33H42GeN4O4S2Ti in a non-equilibrium geometry.

Calculated values
multiplicity	4
HOMO (alpha / beta)	-1.6 / -4.2	eV
net charge	-1
gap between HOMO and LUMO (alpha / beta)	4.0 / 3.7	eV
energy above the lowest of the compared OMol25 structures with the same formula, charge and spin	351.97	kJ/mol
E_LUMO (alpha / beta)	2.4084 / -0.4582	eV

Each line ends with the Mulliken spin population.
Positions of all 87 atoms, in Å:
Ti1 0.3451 0.1042 0.5170  0.81
C1 -2.2551 3.4540 1.7849  0.00
C2 -0.8825 2.9730 1.2406  0.01
C3 -0.4745 3.8163 0.0201  0.01
C4 0.0382 3.2098 2.4272  0.07
O1 -1.0090 1.6352 0.8593  0.08
Ge1 -2.4084 1.1793 -0.4383  0.02
O2 -0.8909 0.2428 -1.2461  0.04
C5 -1.3112 -0.4848 -2.4848  0.03
C6 -1.7116 -2.0064 -2.2341  0.02
C7 -2.4801 0.2414 -3.2004  0.00
C8 -0.1230 -0.4367 -3.4823  0.00
O3 -2.9874 -0.4346 0.2777  -0.11
C9 -4.2848 -0.7128 0.8128  0.01
C10 -4.3254 -2.0789 1.4850  0.00
C11 -4.7630 0.3428 1.8324  0.01
C12 -5.2567 -0.8292 -0.3669  0.00
H1 -2.3456 4.5291 2.0186  0.00
H2 -2.4667 2.8647 2.6750  0.00
H3 -3.0693 3.2895 1.0713  0.00
H4 -1.2712 3.6519 -0.7819  0.00
H5 0.4776 3.4147 -0.3449  0.00
H6 -0.3661 4.7976 0.3224  0.00
H7 -0.1915 4.2602 2.7863  0.00
H8 1.1412 3.1463 2.2349  0.00
H9 -0.1725 2.5264 3.2575  -0.02
H10 -2.6543 -2.1556 -1.6372  0.00
H11 -0.8724 -2.5914 -1.7852  0.00
H12 -1.9012 -2.4631 -3.1963  0.00
H13 -3.3904 0.2645 -2.6192  0.00
H14 -2.5350 -0.3258 -4.1347  0.00
H15 -2.1291 1.2892 -3.4340  0.00
H16 0.7135 -0.9652 -3.0872  0.00
H17 0.0376 0.6286 -3.7428  0.00
H18 -0.3029 -1.0231 -4.3772  0.00
H19 -3.6031 -2.1285 2.4147  0.00
H20 -3.9177 -2.8244 0.7636  0.01
H21 -5.3614 -2.2912 1.7284  0.00
H22 -4.1103 0.4869 2.6897  -0.01
H23 -5.7902 0.0729 2.1793  0.00
H24 -4.8149 1.3127 1.3247  0.00
H25 -5.0536 -1.7416 -0.8941  0.00
H26 -5.2025 -0.0128 -1.1123  0.00
H27 -6.2756 -0.9020 0.0384  0.00
N1 -0.6112 -2.1370 4.6428  0.00
C13 -0.1148 -1.2682 3.6485  -0.05
S1 -1.2232 -0.1229 3.0058  0.82
N2 1.0279 -1.5727 3.2712  0.14
N3 1.5596 -0.5335 2.3002  0.01
C14 2.7981 -0.4568 2.2216  0.04
C15 3.6195 0.3727 1.3726  0.02
C16 4.9827 0.2237 1.3798  -0.02
C17 5.8669 1.1601 0.7969  0.01
C18 5.3465 2.2336 0.1308  0.00
C19 3.9618 2.4968 0.2293  0.00
C20 3.1084 1.5734 0.8029  0.00
O4 1.8473 1.6864 0.6989  0.04
H28 -1.5376 -2.3459 4.9128  0.00
H29 0.1307 -2.7856 4.8702  0.00
H30 3.2823 -1.2726 2.8176  0.00
H31 5.4437 -0.6154 1.8817  0.00
H32 6.8919 0.9355 0.6910  0.00
H33 5.9436 2.9378 -0.4566  0.00
H34 3.5116 3.2014 -0.4417  0.00
S2 3.4634 -2.1198 -2.1733  0.08
C21 3.5930 -0.4327 -2.5288  0.06
C22 4.5536 0.2217 -3.3626  -0.03
C23 4.2642 1.5353 -3.6800  0.06
C24 3.0623 2.1933 -3.1340  -0.03
C25 2.3008 1.5588 -2.2100  0.04
C26 2.6259 0.2332 -1.8628  -0.03
N4 1.8855 -0.4604 -0.9532  0.16
C27 2.1704 -1.7915 -1.0254  0.25
C28 1.3574 -2.7211 -0.4387  -0.05
C29 1.4635 -4.1872 -0.3797  0.28
C30 0.4498 -4.9712 0.2708  -0.13
C31 -0.7100 -4.2996 0.8578  0.27
C32 -0.7371 -2.9282 0.8974  -0.18
C33 0.2490 -2.0343 0.2757  0.24
H35 5.5050 -0.1771 -3.7320  0.00
H36 4.8382 2.0946 -4.4534  0.01
H37 2.8869 3.2291 -3.4318  0.00
H38 1.4629 2.1236 -1.8214  0.01
H39 2.3185 -4.6849 -0.8358  0.02
H40 0.5359 -6.0789 0.3007  -0.01
H41 -1.5162 -4.9175 1.2640  0.02
H42 -1.6508 -2.4215 1.2183  -0.01

Atoms 1-2, force components in eV/Å:
1.5 -0.2 -1.7
-0.6 0.0 -0.5

---

| no. | calculated total energy (Eh) | molar mass (g/mol) |
| --- | --- | --- |
| 1 | -287.82223 | 87.122 |
| 2 | -402.25143 | 117.148 |
| 3 | -2379.96226 | 489.122 |
| 4 | -595.16035 | 194.302 |
| 5 | -5525.45522 | 743.334 |